Formula: C3H10N2
Source: the Open Molecules 2025 dataset
Level of theory: ωB97M-V/def2-TZVPD

```
15
Properties=species:S:1:pos:R:3:lowdin_charge:R:1
C -1.428 0.613 0.219 -0.45
N -1.901 0.082 1.429 0.05
N -1.296 -0.110 -0.857 0.02
H -2.444 -0.768 1.387 0.09
H -1.462 -1.101 -0.674 0.06
H 0.420 -0.018 -1.163 0.02
H -2.107 0.742 2.161 0.08
H -1.786 1.622 0.010 0.12
H 0.270 1.325 0.819 0.09
C 1.560 0.026 -0.936 -0.21
C 2.205 -1.074 -0.549 -0.07
H 3.285 -1.137 -0.547 0.04
H 2.060 0.744 -1.577 0.06
H 0.946 0.965 0.389 0.06
H 1.677 -1.911 -0.111 0.04
```

Values from the calculation:
Orbital gap, hartree: 0.3739

Formula: C75H165N7O11
Source: the Open Molecules 2025 dataset
Level of theory: ωB97M-V/def2-TZVPD

```
258
Properties=species:S:1:pos:R:3:lowdin_charge:R:1
C 0.342 -6.119 -0.542 -0.06
C 1.471 -7.052 -0.315 -0.47
C 1.079 -8.349 0.393 -0.04
O 2.144 -7.297 -1.577 -0.07
H -0.115 -5.720 0.390 0.08
H -0.503 -6.554 -1.131 0.11
H 0.607 -5.234 -1.112 0.06
H 2.222 -6.493 0.262 0.11
H 1.973 -8.897 0.738 0.09
H 0.456 -8.958 -0.333 0.10
H 0.459 -8.144 1.275 0.06
H 1.569 -7.844 -2.133 0.11
C 4.775 -5.353 -0.047 -0.06
C 5.141 -5.524 -1.531 -0.50
C 5.858 -6.889 -1.675 -0.04
O 4.016 -5.377 -2.308 -0.06
H 4.237 -4.397 0.099 0.09
H 5.705 -5.313 0.494 0.07
H 4.238 -6.235 0.340 0.06
H 5.739 -4.665 -1.858 0.13
H 6.747 -6.896 -1.050 0.07
H 6.173 -7.083 -2.714 0.08
H 5.143 -7.702 -1.388 0.09
H 3.382 -6.071 -2.204 0.04
C -5.173 -1.505 -4.662 -0.06
C -5.099 -0.966 -3.254 -0.48
C -5.354 0.568 -3.072 -0.04
O -5.942 -1.693 -2.342 -0.07
H -4.559 -1.028 -5.388 0.06
H -6.164 -1.458 -5.121 0.08
H -4.826 -2.551 -4.736 0.09
H -4.121 -1.222 -2.836 0.11
H -5.895 1.005 -3.946 0.08
H -4.314 0.945 -3.196 0.06
H -5.820 0.786 -2.072 0.08
H -6.855 -1.435 -2.510 0.08
C -2.566 4.022 1.111 -0.04
C -1.899 5.318 1.561 -0.48
C -1.002 5.945 0.510 -0.06
O -2.886 6.267 2.001 -0.05
H -3.400 3.672 1.753 0.08
H -1.820 3.242 1.124 0.05
H -2.942 4.136 0.074 0.09
H -1.282 5.091 2.439 0.11
H -0.453 6.870 0.823 0.10
H -1.551 6.183 -0.440 0.09
H -0.272 5.192 0.142 0.06
H -3.423 6.527 1.259 0.08
C 2.133 -6.204 5.047 -0.03
C 1.424 -5.274 4.120 -0.56
C 0.310 -5.994 3.416 -0.15
C -0.927 -6.308 4.248 -0.15
C -1.514 -5.002 4.842 -0.11
C -0.420 -4.275 5.651 -0.49
N 0.817 -4.055 4.791 0.00
O 1.895 -3.427 5.568 -0.05
C -0.917 -2.902 6.056 -0.05
C -0.232 -5.013 6.990 -0.04
C 2.315 -4.671 3.083 -0.04
H 2.863 -5.691 5.651 0.08
H 2.688 -7.056 4.644 0.10
H 1.492 -6.609 5.825 0.06
H -0.008 -5.352 2.562 0.11
H 0.825 -6.887 2.984 0.12
H -0.773 -7.070 5.002 0.10
H -1.610 -6.786 3.554 0.10
H -2.404 -5.156 5.511 0.13
H -1.865 -4.288 4.090 0.11
H -1.054 -2.165 5.285 0.06
H -1.866 -2.993 6.630 0.10
H -0.235 -2.356 6.717 0.06
H -1.133 -5.150 7.507 0.07
H 0.075 -6.028 6.837 0.05
H 0.436 -4.523 7.698 0.09
H 2.971 -5.422 2.614 0.08
H 3.123 -3.969 3.523 0.12
H 1.727 -4.200 2.251 0.08
H 2.098 -3.873 6.385 0.07
C 5.299 5.148 -1.872 -0.03
C 4.410 5.225 -0.655 -0.53
C 2.954 5.442 -1.065 -0.16
C 2.235 4.230 -1.595 -0.20
C 2.239 3.162 -0.526 -0.12
C 3.698 2.810 -0.081 -0.48
N 4.382 4.125 0.302 -0.08
O 5.690 3.883 0.779 -0.04
C 3.705 1.922 1.107 -0.04
C 4.377 2.003 -1.197 -0.02
C 4.852 6.436 0.229 -0.03
H 5.163 4.260 -2.474 0.06
H 6.361 5.267 -1.616 0.09
H 5.114 5.961 -2.587 0.09
H 2.315 5.797 -0.193 0.13
H 2.836 6.252 -1.817 0.13
H 2.636 3.899 -2.555 0.11
H 1.190 4.598 -1.741 0.11
H 1.725 2.244 -0.780 0.10
H 1.848 3.634 0.383 0.12
H 3.362 2.399 2.016 0.07
H 3.024 1.039 0.955 0.08
H 4.700 1.460 1.308 0.11
H 5.413 1.947 -0.960 0.07
H 4.087 1.014 -1.134 0.04
H 4.435 2.558 -2.167 0.08
H 4.826 7.385 -0.318 0.08
H 5.829 6.284 0.688 0.07
H 4.181 6.483 1.107 0.09
H 6.240 3.402 0.114 0.10
C -7.443 0.370 1.166 -0.03
C -6.975 1.662 1.839 -0.48
C -7.946 2.105 2.966 -0.16
C -7.774 1.292 4.231 -0.16
C -6.294 1.390 4.778 -0.14
C -5.372 0.871 3.751 -0.50
N -5.624 1.597 2.505 -0.08
O -4.792 1.218 1.464 -0.06
C -3.918 1.262 4.165 -0.03
C -5.417 -0.713 3.644 -0.01
C -6.900 2.780 0.780 -0.03
H -8.277 0.548 0.528 0.06
H -7.828 -0.481 1.809 0.09
H -6.672 -0.035 0.497 0.08
H -7.846 3.179 3.087 0.11
H -8.964 1.995 2.638 0.11
H -7.986 0.207 3.921 0.11
H -8.590 1.528 4.917 0.10
H -6.252 0.843 5.734 0.13
H -6.055 2.446 5.001 0.13
H -3.698 0.845 5.174 0.09
H -3.144 0.886 3.492 0.07
H -3.778 2.346 4.196 0.07
H -4.956 -1.034 2.742 0.06
H -4.845 -1.245 4.363 0.06
H -6.418 -1.214 3.726 0.08
H -6.541 3.696 1.214 0.07
H -7.901 2.946 0.412 0.08
H -6.177 2.526 -0.024 0.08
H -4.265 1.952 1.227 0.04
C -2.431 3.703 -9.167 -0.04
C -2.339 3.377 -7.687 -0.53
C -1.273 2.367 -7.363 -0.13
C -1.186 2.178 -5.801 -0.14
C -0.537 3.506 -5.331 -0.13
C -1.471 4.749 -5.620 -0.48
N -1.799 4.646 -7.075 -0.03
O -2.893 5.663 -7.367 -0.07
C -2.690 4.847 -4.617 -0.01
C -0.640 6.034 -5.416 -0.06
C -3.739 2.911 -7.137 0.00
H -3.281 4.362 -9.455 0.10
H -2.444 2.732 -9.684 0.09
H -1.504 4.150 -9.465 0.08
H -1.510 1.456 -7.839 0.10
H -0.311 2.722 -7.744 0.13
H -0.602 1.293 -5.554 0.10
H -2.136 2.098 -5.288 0.07
H 0.393 3.811 -5.851 0.12
H -0.334 3.484 -4.231 0.11
H -3.298 5.731 -4.801 0.08
H -3.239 3.919 -4.622 0.05
H -2.233 5.132 -3.723 0.05
H -0.038 6.059 -4.505 0.07
H 0.153 6.124 -6.183 0.08
H -1.253 6.972 -5.497 0.09
H -4.384 3.695 -7.391 0.05
H -3.767 2.695 -6.041 0.06
H -3.994 2.010 -7.713 0.09
H -2.403 6.474 -7.619 0.10
C -1.048 3.597 5.659 -0.03
C 0.252 2.891 5.264 -0.49
C 1.408 3.833 5.390 -0.18
C 2.699 3.096 5.280 -0.18
C 2.757 1.910 6.275 -0.14
C 1.677 0.890 6.130 -0.56
N 0.442 1.710 6.163 -0.05
O -0.706 0.845 5.998 -0.04
C 1.889 -0.105 4.982 -0.01
C 1.641 0.074 7.366 -0.06
C 0.134 2.482 3.743 -0.01
H -1.228 4.574 5.190 0.08
H -1.118 3.719 6.802 0.12
H -1.909 2.981 5.313 0.06
H 1.375 4.644 4.679 0.12
H 1.417 4.313 6.377 0.13
H 3.599 3.742 5.493 0.13
H 2.790 2.756 4.213 0.09
H 2.561 2.357 7.313 0.14
H 3.791 1.476 6.398 0.14
H 2.770 -0.681 5.199 0.08
H 1.066 -0.874 4.952 0.09
H 1.918 0.322 3.969 0.05
H 2.579 -0.496 7.539 0.10
H 1.420 0.675 8.287 0.11
H 0.806 -0.606 7.279 0.05
H -0.510 1.619 3.640 0.06
H 1.065 2.222 3.219 0.06
H -0.320 3.363 3.237 0.07
H -1.331 1.241 6.601 0.08
C 4.060 -2.992 -6.612 -0.02
C 4.821 -2.012 -5.710 -0.49
C 4.600 -0.523 -6.142 -0.13
C 3.260 0.012 -5.787 -0.20
C 3.049 -0.138 -4.306 -0.14
C 3.267 -1.557 -3.783 -0.52
N 4.526 -2.034 -4.286 -0.14
O 4.841 -3.204 -3.652 -0.03
C 3.418 -1.485 -2.292 -0.04
C 2.077 -2.535 -4.114 0.00
C 6.303 -2.343 -5.766 -0.03
H 4.246 -2.909 -7.665 0.08
H 3.006 -3.011 -6.450 0.04
H 4.358 -4.027 -6.434 0.09
H 5.328 0.029 -5.509 0.13
H 4.814 -0.452 -7.197 0.12
H 2.380 -0.589 -6.285 0.14
H 3.025 1.039 -6.067 0.11
H 2.016 0.178 -4.029 0.13
H 3.822 0.400 -3.711 0.12
H 3.333 -2.525 -1.841 0.11
H 4.366 -1.000 -2.102 0.09
H 2.607 -0.908 -1.921 0.06
H 1.270 -2.372 -3.397 0.05
H 1.594 -2.419 -5.092 0.07
H 2.290 -3.622 -3.984 0.09
H 6.498 -3.329 -5.347 0.09
H 6.789 -1.542 -5.274 0.07
H 6.752 -2.319 -6.748 0.08
H 4.133 -3.809 -3.939 0.08
C -0.926 -1.744 2.182 -0.01
C 0.120 -1.459 1.096 -0.46
C 0.345 -2.563 0.049 -0.14
C -0.776 -2.732 -0.933 -0.17
C -0.823 -1.432 -1.697 -0.15
C -1.233 -0.262 -0.833 -0.44
N -0.218 -0.234 0.280 -0.06
O -0.606 0.722 1.260 -0.08
C -1.132 1.113 -1.581 -0.01
C -2.686 -0.251 -0.262 -0.01
C 1.419 -1.128 1.878 -0.02
H -1.023 -0.822 2.772 0.08
H -1.974 -1.950 1.810 0.09
H -0.548 -2.529 2.808 0.05
H 1.211 -2.224 -0.560 0.11
H 0.584 -3.528 0.417 0.07
H -0.568 -3.566 -1.593 0.10
H -1.707 -2.840 -0.408 0.11
H -1.542 -1.569 -2.503 0.12
H 0.137 -1.186 -2.193 0.10
H -0.215 1.121 -2.178 0.08
H -1.212 1.889 -0.849 0.06
H -1.992 1.178 -2.216 0.06
H -3.008 -1.231 0.064 0.07
H -3.362 0.033 -1.074 0.06
H -2.989 0.447 0.528 0.06
H 2.286 -1.195 1.117 0.11
H 1.387 -0.129 2.325 0.04
H 1.612 -1.922 2.631 0.07
H -0.058 1.442 0.960 0.07
```

Values from the calculation:
SMILES string: CC1(C)CCCC(C)(C)N1O.CC1(C)CCCC(C)(C)N1O.CC1(C)CCCC(C)(C)N1O.CC1(C)CCCC(C)(C)N1O.CC1(C)CCCC(C)(C)N1O.CC1(C)CCCC(C)(C)N1O.CC1(C)CCCC(C)(C)N1O.CC(C)O.CC(C)O.CC(C)O.CC(C)O
Orbital gap, hartree: 0.3179

Formula: C15H18N4O
Source: the Open Molecules 2025 dataset
Level of theory: ωB97M-V/def2-TZVPD

```
38
Properties=species:S:1:pos:R:3:lowdin_charge:R:1
O 0.284 1.654 1.803 0.01
N -1.015 2.759 -1.346 0.20
N 1.311 -0.332 -0.234 0.08
C 0.079 1.766 0.561 -0.37
C -0.685 2.853 -0.016 -0.22
C 1.094 -1.086 0.793 -0.08
C -3.117 5.481 -2.476 -0.10
C -3.257 6.167 -1.221 -0.07
C -2.252 4.460 -2.575 -0.03
C -2.477 5.899 -0.056 0.02
C -1.667 3.977 -1.403 -0.27
C -1.727 4.707 -0.237 -0.22
N 0.515 0.798 -0.353 0.03
N -1.029 4.000 0.695 0.20
C 1.485 -5.562 0.643 -0.16
C 2.146 -4.744 1.822 -0.19
C 1.465 -4.641 -0.651 -0.20
C 1.653 -3.312 1.981 -0.18
C 0.951 -3.239 -0.422 -0.19
C 1.701 -2.477 0.695 -0.32
H 0.433 -0.895 1.665 0.14
H -3.875 5.668 -3.224 0.10
H -4.002 6.988 -1.249 0.10
H -2.067 3.893 -3.480 0.12
H -2.582 6.438 0.865 0.10
H 0.426 1.227 -1.279 0.12
H -0.900 4.228 1.683 0.18
H 0.422 -5.774 0.959 0.12
H 1.874 -6.509 0.453 0.07
H 2.099 -5.378 2.713 0.10
H 3.220 -4.765 1.605 0.11
H 0.779 -5.155 -1.303 0.09
H 2.372 -4.631 -1.213 0.10
H 2.143 -2.748 2.695 0.08
H 0.542 -3.288 2.307 0.15
H -0.167 -3.225 -0.171 0.14
H 1.084 -2.698 -1.380 0.11
H 2.743 -2.504 0.352 0.15
```

Values from the calculation:
Orbital gap, hartree: 0.3152

Formula: C3H4S2
Source: the Open Molecules 2025 dataset
Level of theory: ωB97M-V/def2-TZVPD

```
9
Properties=species:S:1:pos:R:3:lowdin_charge:R:1
C -0.099 -1.176 -0.385 0.04
C 0.416 -0.053 0.089 -0.27
C -0.364 1.220 -0.033 -1.18
S -1.228 1.533 -1.427 0.61
S -0.413 2.247 1.380 0.72
H 0.323 -2.054 -0.215 0.03
H -0.838 -0.973 -1.068 0.01
H 1.204 -0.074 0.818 0.09
H -1.430 3.169 0.869 -0.04
```

Values from the calculation:
SMILES string: C=CC(=S)S
Orbital gap, hartree: 0.2976

Formula: C41H41AsFGeN3OReS
Source: the Open Molecules 2025 dataset
Level of theory: ωB97M-V/def2-TZVPD

```
91
Properties=species:S:1:pos:R:3:lowdin_spin:R:1
Re -0.739 -0.827 0.438 0.82
N 2.813 -0.492 2.890 0.01
C 4.080 -0.466 2.228 0.00
C 5.220 -0.221 2.965 0.00
C 6.458 -0.189 2.333 0.00
C 6.542 -0.390 0.967 0.00
C 5.387 -0.630 0.228 0.00
C 4.159 -0.676 0.865 0.00
S 2.711 -1.003 -0.103 0.00
N 1.446 -0.626 0.997 -0.01
C 1.631 -0.486 2.268 0.01
C 0.408 -0.325 3.103 0.02
C 0.423 0.094 4.409 0.00
C -0.771 0.170 5.121 0.03
C -1.945 -0.193 4.495 0.00
C -1.902 -0.585 3.170 0.03
N -0.749 -0.635 2.479 -0.01
H 2.838 -0.475 3.895 0.00
H 5.153 -0.057 4.036 0.00
H 7.350 0.000 2.915 0.00
H 7.502 -0.359 0.469 0.00
H 5.443 -0.808 -0.840 0.00
H 1.348 0.393 4.882 0.00
H -0.772 0.509 6.149 0.00
H -2.897 -0.166 5.009 0.00
H -2.792 -0.867 2.633 0.00
C -5.479 -1.684 -1.066 0.00
Ge -3.637 -1.546 -1.645 0.00
C -3.470 -0.081 -2.910 0.00
C -3.040 -3.181 -2.472 0.00
C -2.733 -1.149 0.116 0.00
H -6.115 -2.000 -1.896 0.00
H -5.843 -0.721 -0.702 0.00
H -5.573 -2.423 -0.267 0.00
H -4.136 -0.295 -3.751 0.00
H -2.461 0.029 -3.313 0.00
H -3.799 0.857 -2.463 0.00
H -3.630 -3.333 -3.379 0.00
H -3.201 -4.034 -1.812 0.00
H -1.984 -3.145 -2.749 0.00
H -3.140 -1.958 0.735 0.00
H -3.258 -0.222 0.403 0.00
O -0.908 1.193 0.231 0.06
As 0.100 2.324 -0.602 0.00
C 0.913 1.344 -2.013 0.00
C 0.184 0.282 -2.549 0.00
C 0.664 -0.402 -3.654 0.00
C 1.878 -0.024 -4.217 0.00
C 2.601 1.036 -3.686 0.00
C 2.113 1.737 -2.587 0.00
C -0.941 3.655 -1.444 0.00
C -0.443 4.946 -1.619 0.00
C -1.172 5.847 -2.382 0.00
C -2.362 5.453 -2.979 0.00
C -2.840 4.157 -2.815 0.00
C -2.129 3.252 -2.043 0.00
C 1.378 3.079 0.556 0.00
C 1.074 4.234 1.274 0.00
C 1.998 4.731 2.181 0.00
C 3.208 4.077 2.372 0.00
C 3.510 2.924 1.652 0.00
C 2.595 2.420 0.741 0.00
H -0.786 0.014 -2.136 0.00
H 0.093 -1.216 -4.083 0.00
H 2.253 -0.548 -5.088 0.00
H 3.543 1.328 -4.132 0.00
H 2.667 2.579 -2.189 0.00
H 0.501 5.245 -1.181 0.00
H -0.807 6.858 -2.511 0.00
H -2.919 6.159 -3.582 0.00
H -3.760 3.851 -3.294 0.00
H -2.494 2.246 -1.901 0.00
H 0.129 4.741 1.133 0.00
H 1.775 5.634 2.734 0.00
H 3.928 4.477 3.076 0.00
H 4.467 2.432 1.785 0.00
H 2.837 1.546 0.151 0.00
F -3.297 -7.372 0.383 0.00
C -2.536 -6.272 0.338 0.00
C -2.650 -5.343 1.352 0.00
C -1.852 -4.210 1.301 0.00
C -0.970 -3.993 0.245 0.00
C -0.040 -2.789 0.226 0.02
C -0.880 -4.955 -0.748 0.00
C -1.663 -6.103 -0.712 0.00
H -3.342 -5.525 2.165 0.00
H -1.912 -3.478 2.102 0.00
H 0.564 -2.802 -0.691 0.01
H 0.669 -2.895 1.055 0.02
H -0.182 -4.818 -1.568 0.00
H -1.603 -6.860 -1.483 0.00
```

Values from the calculation:
Net charge: +2
Orbital gap (alpha / beta), hartree: 0.2313 / 0.2268
⟨S²⟩: 0.76
Multiplicity: 2

Formula: C4H5NO
Source: the Open Molecules 2025 dataset
Level of theory: ωB97M-V/def2-TZVPD

```
11
Properties=species:S:1:pos:R:3:lowdin_charge:R:1
N 0.211 1.519 2.333 0.16
C -0.027 1.534 1.198 -0.24
C -0.309 1.515 -0.248 -0.18
C 0.681 0.432 -0.695 -0.01
C 0.255 -1.771 -0.187 -0.06
O -0.118 -0.598 -0.907 -0.17
H -0.128 2.508 -0.651 0.11
H -1.345 1.180 -0.383 0.12
H 1.128 -1.541 0.421 0.09
H 0.408 -2.626 -0.835 0.09
H -0.608 -1.918 0.460 0.10
```

Values from the calculation:
Orbital gap, hartree: 0.3329

Formula: C3H7N3OS
Source: the Open Molecules 2025 dataset
Level of theory: ωB97M-V/def2-TZVPD

```
15
Properties=species:S:1:pos:R:3:lowdin_charge:R:1
C -1.184 -1.595 -0.515 -0.07
C 0.887 -0.457 -0.361 -0.96
C -0.592 0.707 1.260 -0.20
H -1.519 -2.287 -1.299 0.10
H -0.861 -2.182 0.388 0.11
H -1.931 -0.823 -0.217 0.08
H 1.314 0.098 1.551 0.10
H -0.723 0.817 2.335 0.13
H -2.873 2.412 0.205 0.06
H -2.383 2.291 1.770 0.08
N 0.547 -0.079 0.941 0.02
N -1.370 1.237 0.382 -0.04
N -2.553 1.783 0.896 0.00
O -0.081 -0.944 -1.122 -0.13
S 2.412 -0.331 -0.850 0.72
```

Values from the calculation:
SMILES string: COC(=S)N/C=N/N
Orbital gap, hartree: 0.3309

Formula: C5H14NS
Source: the Open Molecules 2025 dataset
Level of theory: ωB97M-V/def2-TZVPD

```
21
Properties=species:S:1:pos:R:3:lowdin_charge:R:1
C 0.017 1.654 -0.402 -0.14
C 0.996 1.152 -1.461 -0.53
C 1.045 -0.360 -1.586 -0.12
N 0.693 1.703 -2.799 0.00
H 0.260 1.263 0.586 0.05
H 0.054 2.752 -0.374 0.06
H -0.999 1.344 -0.639 0.01
H 2.005 1.500 -1.203 0.12
H 1.772 -0.682 -2.328 0.06
H 1.267 -0.817 -0.619 0.06
H 0.059 -0.751 -1.852 0.04
H 0.615 2.715 -2.756 0.05
H -0.228 1.369 -3.069 0.06
C -0.222 -1.767 2.611 -0.26
C -1.674 -1.521 2.225 -0.79
S -1.791 -1.049 0.442 0.17
H 0.151 -2.671 2.121 0.05
H -0.069 -1.849 3.698 0.04
H 0.398 -0.941 2.251 0.03
H -2.041 -0.648 2.772 0.02
H -2.306 -2.395 2.380 0.01
```

Values from the calculation:
Net charge: -1
Orbital gap, hartree: 0.2290

It is found that the ΔE to the lowest compared entry with this formula, charge and spin values, taken in the order of the records, are 95.5 124.1 33.4 26.5 37.7 93.7 56.7 5.8 kcal/mol.
It is found that the electronic energy values, taken in the order of the records, are -229.65714 -4167.12648 -876.59616 -913.01822 -6714.91106 -285.26529 -756.14397 -651.86489 hartree.